(1)
# C4H9O2

A cluster of 2 separate species, C4H9O2 in total at a distorted geometry (wB97M-V/def2-TZVPD, OMol25).

```
15
Properties=species:S:1:pos:R:3:forces:R:3
C -1.8982 -2.0163 -1.3812 0.290 0.630 -0.196
C -2.7980 -0.9603 -2.0436 1.360 -0.919 -1.053
H -1.3884 -1.6086 -0.5094 -0.408 -0.306 0.419
H -2.4945 -2.9106 -1.2226 0.163 -0.099 0.642
H -1.0534 -2.3098 -2.0087 -0.238 0.041 -0.388
H -2.2057 -0.2325 -2.5802 0.331 0.320 -0.041
H -3.4072 -0.4023 -1.3742 -0.779 0.057 0.587
H -3.3327 -1.4985 -2.8235 -0.686 0.297 0.049
C 1.6202 0.1369 -0.1449 -0.080 -0.386 -0.237
C 1.2326 0.9674 1.1410 0.399 0.401 -1.428
O 1.0173 2.1865 0.9841 -0.200 0.137 0.021
O 1.2829 0.2920 2.1750 -0.193 -0.318 0.856
H 2.6008 0.4204 -0.5384 0.420 -0.212 0.705
H 1.0804 0.1917 -1.0945 -0.938 0.506 0.337
H 1.5518 -0.8989 0.1885 0.559 -0.148 -0.275
```
Positions in Å, forces in eV/Å.

Properties
- Charge: -1
- Gap between HOMO and LUMO: 7.323 eV
- 2S+1: 1
- E_HOMO: -0.1379 Ha
- Relative energy (zero: lowest compared OMol25 entry of this formula, charge and spin): 53.5 kJ/mol
- LUMO level: 3.5714 eV

(2)
# C4H9O2

A cluster of 2 separate species, C4H9O2 in total at a distorted geometry (wB97M-V/def2-TZVPD, OMol25).

```
15
Properties=species:S:1:pos:R:3:forces:R:3
C -0.8925 2.0622 -0.7673 6.081 0.768 1.378
C -0.0082 1.2253 -1.7853 1.893 0.225 0.439
H -0.5961 3.1990 -0.8452 -0.936 -2.172 0.208
H -1.8255 1.8580 -1.0457 -4.203 -0.326 -0.333
H -0.5808 1.6628 0.3215 -1.041 1.057 -2.463
H -0.2858 1.1087 -2.8599 -0.626 0.485 0.841
H 1.0239 1.7449 -1.8631 -1.381 -1.258 0.387
H 0.1015 0.1757 -1.3832 0.274 1.175 -0.414
C -0.0817 -2.1898 1.4356 -2.381 -0.515 0.403
C 1.2065 -1.4152 1.4095 1.574 1.314 -0.054
O 1.9884 -1.3766 0.4145 -1.172 -0.694 0.092
O 1.4024 -0.8081 2.4852 0.002 0.176 0.550
H -0.9830 -1.5802 1.7745 1.330 -0.293 -0.279
H -0.0416 -2.9996 2.1759 0.292 0.180 0.030
H -0.4274 -2.6672 0.5330 0.294 -0.122 -0.784
```
Positions in Å, forces in eV/Å.

Properties
- Charge: -1
- Gap between HOMO and LUMO: 7.503 eV
- 2S+1: 1
- E_HOMO: -0.1323 Ha
- Relative energy (zero: lowest compared OMol25 entry of this formula, charge and spin): 112.8 kJ/mol
- LUMO level: 3.9023 eV

(3)
# C4H9O2

A cluster of 2 separate species, C4H9O2 in total at a distorted geometry (wB97M-V/def2-TZVPD, OMol25).

```
15
Properties=species:S:1:pos:R:3:forces:R:3
C 0.9688 1.0341 0.9003 0.508 -0.381 0.377
O 0.1872 0.0450 1.5507 0.646 0.363 0.458
C 2.2573 1.2914 1.7530 -0.751 0.465 -0.690
H 0.3784 1.9492 0.8016 0.127 0.211 -0.038
H 1.2024 0.6933 -0.1317 0.129 0.230 0.525
H 2.9343 2.0365 1.2847 -0.150 -0.750 -0.171
H 2.7373 0.3331 1.9720 0.163 0.255 -0.143
H 2.0087 1.7832 2.6923 -0.324 -0.277 0.250
C -1.6408 -1.7228 -2.3521 -1.129 0.743 -0.005
C -0.9364 -0.8176 -1.6223 0.992 0.074 1.178
O -1.2972 -0.1274 -0.5855 -0.190 -0.260 -1.115
H -1.1696 -2.2866 -3.1387 0.033 0.020 -0.267
H -2.7459 -1.6675 -2.2790 0.686 -0.515 0.046
H 0.1649 -0.7277 -1.9028 -0.597 -0.128 0.156
H -0.5236 -0.1652 0.9060 -0.143 -0.048 -0.560
```
Positions in Å, forces in eV/Å.

Properties
- Charge: -1
- Gap between HOMO and LUMO: 6.808 eV
- 2S+1: 1
- E_HOMO: -0.1033 Ha
- Relative energy (zero: lowest compared OMol25 entry of this formula, charge and spin): 163.3 kJ/mol
- LUMO level: 3.9961 eV

(4)
# C4H9O2

A cluster of 2 separate species, C4H9O2 in total at a distorted geometry (wB97M-V/def2-TZVPD, OMol25).

```
15
Properties=species:S:1:pos:R:3:forces:R:3
C -1.4092 1.5657 0.2144 1.615 2.378 -2.121
C -1.7439 0.1281 -0.0675 -0.070 -0.199 0.120
H -0.5294 1.9024 -0.4700 -1.163 -0.719 1.266
H -2.2346 2.2639 -0.1887 0.906 -0.937 1.181
H -1.0268 1.8059 1.2391 -0.816 -0.301 -0.821
H -1.5588 -0.2375 -1.0771 -0.112 0.393 -0.117
H -1.2697 -0.5728 0.5697 1.219 -0.401 0.674
H -2.7509 -0.0387 0.2110 -1.550 -0.200 -0.196
C 1.6431 -1.6246 -0.1726 -2.855 1.496 0.327
C 1.9465 -0.0473 0.1320 0.883 -2.998 -4.407
O 1.5641 0.4941 1.1468 -0.162 1.019 0.932
O 2.6774 0.2423 -0.8916 -0.556 1.818 2.070
H 1.8192 -1.7992 -1.2145 0.824 -0.311 -0.192
H 0.6307 -2.0530 0.0021 0.138 0.603 0.362
H 2.2421 -2.0294 0.5670 1.699 -1.642 0.923
```
Positions in Å, forces in eV/Å.

Properties
- Charge: -1
- Gap between HOMO and LUMO: 7.408 eV
- 2S+1: 1
- E_HOMO: -0.1238 Ha
- Relative energy (zero: lowest compared OMol25 entry of this formula, charge and spin): 117.4 kJ/mol
- LUMO level: 4.0395 eV

(5)
# C4H9O2

A cluster of 2 separate species, C4H9O2 in total at a distorted geometry (wB97M-V/def2-TZVPD, OMol25).

```
15
Properties=species:S:1:pos:R:3:forces:R:3
C 1.6907 -0.8920 0.8576 0.719 -0.653 -0.827
C 0.8264 -1.6530 1.8290 -1.302 1.247 0.752
H 1.5908 -1.3668 -0.1293 0.082 0.311 0.229
H 1.4256 0.1538 0.7546 -0.335 0.096 -0.019
H 2.7639 -0.9392 1.0513 0.095 -0.132 0.478
H -0.2307 -1.4772 1.6132 -0.133 -0.494 -1.017
H 1.0062 -2.7273 1.8735 0.116 0.154 0.384
H 0.7133 -1.1193 2.7903 1.156 -0.705 0.297
C -0.1551 -0.1480 -1.5776 0.795 0.649 -1.667
C -0.8108 0.9047 -0.6684 -0.146 0.555 0.021
O -0.0769 1.5879 0.0833 0.032 -0.044 0.003
O -2.0596 0.9528 -0.7822 0.225 -0.039 0.133
H -0.7268 -0.1728 -2.4984 -0.769 -0.680 0.125
H -0.0755 -1.0749 -1.0553 -0.496 -0.828 0.038
H 0.8458 0.0067 -2.0390 -0.040 0.564 1.071
```
Positions in Å, forces in eV/Å.

Properties
- Charge: -1
- Gap between HOMO and LUMO: 7.931 eV
- 2S+1: 1
- E_HOMO: -0.1420 Ha
- Relative energy (zero: lowest compared OMol25 entry of this formula, charge and spin): 61.8 kJ/mol
- LUMO level: 4.0679 eV

(6)
# C4H9O2

A cluster of 2 separate species, C4H9O2 in total at a distorted geometry (wB97M-V/def2-TZVPD, OMol25).

```
15
Properties=species:S:1:pos:R:3:forces:R:3
C 0.1229 -1.1912 -1.5643 1.216 1.649 -1.181
C -0.4882 -2.5000 -1.1606 -0.909 0.046 -0.192
H 0.4368 -1.1812 -2.6235 -0.236 0.028 0.251
H -0.4578 -0.2715 -1.3846 -0.718 -0.735 -0.305
H 1.0106 -0.8320 -1.0370 0.292 -0.919 0.369
H -1.1964 -2.8872 -1.9262 0.004 0.640 0.534
H 0.1887 -3.3411 -1.0728 0.538 0.141 0.450
H -1.0000 -2.2659 -0.2278 -0.194 -0.817 0.106
C 0.7400 2.1159 1.1936 -0.064 1.002 -0.120
C -0.4720 2.0271 2.2006 -0.813 -1.555 -1.409
O -1.5630 2.2565 1.6019 0.330 0.663 0.495
O -0.3347 1.5145 3.3238 0.680 0.527 0.414
H 0.2614 1.9751 0.2217 0.299 -0.305 -0.017
H 1.5905 1.4454 1.3392 -0.255 -0.173 0.252
H 1.1613 3.1356 1.1160 -0.170 -0.191 0.352
```
Positions in Å, forces in eV/Å.

Properties
- Charge: -1
- Gap between HOMO and LUMO: 7.297 eV
- 2S+1: 1
- E_HOMO: -0.1358 Ha
- Relative energy (zero: lowest compared OMol25 entry of this formula, charge and spin): 65.2 kJ/mol
- LUMO level: 3.6005 eV